a) {"formula": "C17H43Br8O12P3", "method": "ωB97M-V/def2-TZVPD", "e_homo_ev": -9.95, "smiles": "COP(=O)(OC)OC.COP(=O)(OC)OC.COP(=O)(OC)OC.BrCCBr.BrCCBr.BrCCBr.BrCCBr", "homo_lumo_gap_ev": 10.1, "lumo_energy_ev": 0.174, "species": ["C", "O", "P", "O", "O", "C", "O", "C", "H", "H", "H", "H", "H", "H", "H", "H", "H", "C", "O", "P", "O", "O", "C", "O", "C", "H", "H", "H", "H", "H", "H", "H", "H", "H", "C", "O", "P", "O", "O", "C", "O", "C", "H", "H", "H", "H", "H", "H", "H", "H", "H", "Br", "C", "C", "Br", "H", "H", "H", "H", "Br", "C", "C", "Br", "H", "H", "H", "H", "Br", "C", "C", "Br", "H", "H", "H", "H", "Br", "C", "C", "Br", "H", "H", "H", "H"], "positions_angstrom": [[4.88714, 13.14531, 16.34731], [5.68745, 13.92695, 17.25863], [6.38483, 13.25425, 18.59001], [5.47703, 12.76925, 19.64786], [7.32927, 12.15588, 17.91324], [8.47914, 12.50095, 17.14518], [7.32428, 14.51233, 19.03505], [7.71697, 14.72867, 20.39491], [5.52082, 12.74768, 15.55061], [4.08320, 13.72190, 15.89289], [4.47561, 12.28989, 16.88160], [8.92683, 13.43204, 17.48628], [8.23102, 12.53600, 16.08365], [9.22502, 11.72231, 17.29825], [7.36467, 15.65975, 20.84996], [8.81241, 14.80902, 20.40310], [7.48586, 13.84263, 20.98397], [3.78444, 15.71300, 19.80107], [3.03882, 16.89533, 19.61677], [2.56345, 17.46017, 18.15227], [2.18708, 18.90639, 18.07865], [1.41502, 16.36859, 17.64056], [0.05655, 16.67131, 17.97609], [3.82992, 17.10126, 17.19824], [5.01066, 17.89237, 17.20451], [3.25991, 15.07084, 20.51077], [4.75862, 15.98447, 20.19822], [3.85435, 15.16830, 18.86104], [-0.63310, 16.25834, 17.23789], [-0.11860, 17.74680, 17.97313], [-0.15330, 16.25050, 18.95610], [5.24628, 18.18518, 16.18608], [5.85753, 17.29896, 17.57667], [4.92908, 18.78081, 17.83357], [13.87342, 18.14510, 22.68843], [12.61202, 18.21379, 22.04408], [12.07202, 16.93611, 21.23812], [13.13715, 16.23105, 20.46174], [10.88761, 17.60517, 20.36654], [10.77237, 17.37530, 18.95695], [11.34046, 16.07859, 22.41102], [10.21828, 16.57221, 23.17752], [14.29311, 17.13985, 22.66670], [13.73211, 18.55058, 23.68510], [14.57034, 18.78515, 22.14886], [10.65026, 18.30376, 18.39291], [9.88925, 16.75896, 18.80801], [11.66266, 16.84874, 18.62898], [9.37520, 15.92343, 22.94402], [9.91491, 17.56201, 22.83302], [10.44665, 16.62058, 24.23774], [10.14784, 19.19425, 15.08647], [10.97849, 20.03220, 13.51313], [11.66958, 19.05537, 12.56304], [10.30965, 17.89941, 11.79394], [11.75885, 20.66419, 13.92962], [10.23735, 20.61763, 12.99222], [12.38281, 18.42208, 13.07689], [12.21384, 19.61522, 11.79915], [4.62540, 19.56327, 13.35927], [6.35971, 20.22988, 14.08474], [6.61445, 21.66411, 13.52502], [8.34765, 22.38565, 14.18997], [7.14576, 19.52843, 13.81131], [6.26760, 20.26396, 15.16701], [5.84621, 22.36288, 13.82941], [6.69573, 21.59635, 12.44667], [10.36985, 13.93481, 13.06649], [11.12336, 12.49887, 11.86284], [11.14699, 11.10794, 12.44556], [11.80570, 9.91204, 10.93291], [12.10231, 12.83717, 11.54149], [10.48871, 12.46559, 10.98570], [10.16399, 10.77666, 12.76264], [11.86175, 10.97903, 13.24844], [10.45672, 15.79445, 15.99728], [8.52656, 16.19016, 15.88299], [8.08508, 16.25835, 14.42954], [6.13934, 16.34649, 14.22205], [8.30718, 17.14195, 16.36132], [8.00511, 15.38675, 16.39294], [8.42064, 15.37797, 13.90522], [8.52478, 17.10873, 13.91898]]}

---

b) {"formula": "C17H43Br8O12P3", "method": "ωB97M-V/def2-TZVPD", "e_homo_ev": -10.08, "smiles": "COP(=O)(OC)OC.COP(=O)(OC)OC.COP(=O)(OC)OC.BrCCBr.BrCCBr.BrCCBr.BrCCBr", "homo_lumo_gap_ev": 10.3, "lumo_energy_ev": 0.229, "species": ["Br", "C", "C", "Br", "H", "H", "H", "H", "Br", "C", "C", "Br", "H", "H", "H", "H", "Br", "C", "C", "Br", "H", "H", "H", "H", "Br", "C", "C", "Br", "H", "H", "H", "H", "C", "O", "P", "O", "O", "C", "O", "C", "H", "H", "H", "H", "H", "H", "H", "H", "H", "C", "O", "P", "O", "O", "C", "O", "C", "H", "H", "H", "H", "H", "H", "H", "H", "H", "C", "O", "P", "O", "O", "C", "O", "C", "H", "H", "H", "H", "H", "H", "H", "H", "H"], "positions_angstrom": [[33.42426, -16.00151, -32.19633], [31.93000, -17.16598, -32.65582], [32.13257, -18.60781, -32.21428], [30.78034, -19.79628, -32.96369], [31.76554, -17.18994, -33.73122], [30.99933, -16.81819, -32.21470], [32.02767, -18.75123, -31.13945], [33.09886, -19.05586, -32.43003], [28.22780, -21.77650, -29.43052], [29.41403, -21.35732, -27.93487], [30.34274, -20.25946, -28.42637], [31.67824, -19.80251, -27.04609], [29.94541, -22.25660, -27.62947], [28.80650, -21.05015, -27.08922], [29.72942, -19.39666, -28.67719], [30.88924, -20.55127, -29.31851], [24.66434, -14.97715, -26.22792], [25.19879, -16.78530, -26.74346], [26.71354, -16.84165, -26.64473], [27.21814, -18.73844, -26.48026], [24.87005, -16.94743, -27.76495], [24.69736, -17.50114, -26.10286], [27.08912, -16.26587, -25.80623], [27.16244, -16.45742, -27.55653], [34.25584, -26.61367, -23.49446], [33.22616, -25.08523, -24.06747], [32.55641, -25.39077, -25.39257], [32.04808, -23.70295, -26.26737], [33.84147, -24.18990, -24.07786], [32.51790, -24.92087, -23.25698], [31.63200, -25.94665, -25.28880], [33.26722, -25.89148, -26.04113], [29.36166, -21.95739, -24.23392], [28.16064, -22.73248, -24.43481], [28.07895, -24.11132, -23.62924], [28.41335, -24.00991, -22.21740], [26.62112, -24.70256, -23.86349], [25.51199, -24.10488, -23.20771], [28.99087, -25.10688, -24.47506], [28.72936, -25.37397, -25.85254], [30.04894, -22.24587, -25.02520], [29.75177, -22.12899, -23.23058], [29.11810, -20.89769, -24.31066], [24.84726, -23.68310, -23.95819], [25.73348, -23.33151, -22.47068], [25.00040, -24.88518, -22.64665], [29.65141, -25.14957, -26.38556], [27.93808, -24.74001, -26.26332], [28.38502, -26.39442, -26.01267], [32.71930, -22.85848, -29.98770], [32.99067, -21.46082, -30.00275], [34.17686, -20.78700, -30.82560], [35.48227, -21.45309, -30.76196], [34.21124, -19.31372, -30.24158], [35.00590, -18.96341, -29.13718], [33.53430, -20.55197, -32.27065], [33.54138, -21.63858, -33.18920], [32.45073, -23.12470, -28.96347], [33.56496, -23.48038, -30.27766], [31.84291, -23.06548, -30.60207], [35.66713, -18.13702, -29.40604], [35.64857, -19.75950, -28.75535], [34.40022, -18.62641, -28.29375], [32.73583, -22.33125, -32.91916], [34.48771, -22.17753, -33.21273], [33.29136, -21.28839, -34.18856], [22.03905, -20.80692, -24.67415], [22.34161, -21.36921, -25.95851], [23.18233, -20.52261, -27.02046], [22.93398, -19.08240, -26.98708], [22.89438, -21.36887, -28.32038], [21.89532, -20.97840, -29.26669], [24.69674, -20.89263, -26.63401], [25.21028, -22.20865, -26.78589], [22.13021, -19.72466, -24.60574], [22.71587, -21.26546, -23.95488], [21.00845, -21.08276, -24.46387], [22.43060, -20.55333, -30.11512], [21.17958, -20.23647, -28.90500], [21.28988, -21.84148, -29.53673], [25.59320, -22.40787, -27.78730], [24.43431, -22.94595, -26.56190], [26.03729, -22.32036, -26.08698]]}

---

Stability summary: most stable b), least stable a).

---

a) {"formula": "C3H12NOS", "method": "ωB97M-V/def2-TZVPD", "e_homo_ev": -12.52, "charge": 1, "homo_lumo_gap_ev": 9.2, "lumo_energy_ev": -3.291, "species": ["C", "C", "C", "S", "N", "H", "H", "H", "H", "H", "H", "H", "H", "H", "H", "H", "H", "O"], "positions_angstrom": [[0.98474, 0.02468, 0.08796], [0.17713, -0.58228, -1.01818], [0.46423, -2.08527, -1.09445], [-0.25283, -2.96826, 0.34528], [0.58329, 1.50970, 0.28122], [2.03910, 0.01250, -0.13419], [0.80166, -0.42495, 1.07631], [-0.88802, -0.50678, -0.79977], [0.34167, -0.05995, -1.96454], [0.01513, -2.56378, -1.96801], [1.53244, -2.26936, -1.15594], [-1.41166, -3.20789, -0.27191], [0.19791, 1.90785, -0.56620], [1.40160, 2.04782, 0.57873], [-0.10052, 1.57754, 1.05281], [-1.65695, 3.10505, 2.32524], [-2.55077, 2.03100, 1.61809], [-1.67817, 2.45238, 1.60755]]}

---

b) {"formula": "C3H12NOS", "method": "ωB97M-V/def2-TZVPD", "e_homo_ev": -12.53, "charge": 1, "homo_lumo_gap_ev": 9.0, "lumo_energy_ev": -3.527, "species": ["C", "C", "C", "S", "N", "H", "H", "H", "H", "H", "H", "H", "H", "H", "H", "H", "H", "O"], "positions_angstrom": [[-0.06473, -0.37495, 0.79418], [-1.05266, 0.45526, -0.18451], [-0.20082, 1.27250, -1.14083], [0.84724, 2.66373, -0.51749], [-0.02206, 0.08420, 2.23187], [-0.28331, -1.52210, 0.50459], [0.94810, -0.61041, 0.34854], [-1.65196, 1.21299, 0.37239], [-1.57723, -0.39594, -0.68542], [-0.99428, 1.92118, -1.67296], [0.40828, 0.48149, -1.65328], [1.76135, 2.27730, -1.39957], [0.30028, 1.05978, 2.28438], [-0.87852, -0.06249, 2.75735], [0.62995, -0.47239, 2.78010], [0.11451, -3.23934, -1.25946], [1.12632, -2.37860, -2.18328], [0.58955, -2.37220, -1.37661]]}

---

Stability summary: most stable a), least stable b).